The following is a DFT calculation (the ωB97M-V functional and the def2-TZVPD basis) of C19H25MoN4O2PS3 as an isolated structure.

The geometry in XYZ format:
```
55
Properties=species:S:1:pos:R:3:lowdin_charge:R:1
Mo 0.986 -0.367 -1.267 1.133
N 4.651 -2.148 0.518 0.145
C 3.571 -1.453 0.218 -0.726
S 2.603 -1.974 -1.217 0.674
N 3.166 -0.416 0.853 -0.004
N 2.130 0.258 0.331 -0.175
C 1.952 1.491 0.833 -0.130
C 2.530 1.902 2.098 -0.166
C 3.097 3.169 2.312 -0.021
C 3.542 3.521 3.570 -0.039
C 3.431 2.636 4.634 -0.022
C 2.917 1.362 4.422 -0.038
C 2.476 0.993 3.171 -0.020
C 1.100 2.296 -0.001 -0.177
C 0.773 3.645 0.184 0.055
C 0.056 4.304 -0.795 0.028
C -0.390 3.591 -1.909 0.020
C -0.108 2.247 -1.997 -0.079
N 0.635 1.601 -1.078 -0.104
H 4.950 -2.910 -0.072 0.117
H 5.230 -1.881 1.301 0.138
H 3.261 3.835 1.479 0.121
H 3.983 4.492 3.729 0.121
H 3.746 2.932 5.623 0.123
H 2.857 0.662 5.241 0.120
H 2.041 0.015 3.022 0.114
H 1.098 4.152 1.075 0.124
H -0.163 5.355 -0.708 0.136
H -0.942 4.074 -2.698 0.135
H -0.475 1.661 -2.840 0.095
C -1.670 0.500 1.338 -0.027
C -2.166 -0.602 0.417 -0.406
C -3.661 -0.513 0.177 -0.060
O -1.403 -0.482 -0.841 -0.459
P -1.858 -1.236 -2.235 -0.052
S -3.268 -0.246 -3.185 0.387
S 0.035 -1.239 -3.173 0.398
O -2.071 -2.680 -1.665 -0.298
C -2.391 -3.927 -2.371 -0.408
C -2.736 -3.671 -3.822 -0.071
C -3.517 -4.578 -1.589 -0.025
H -2.143 0.388 2.312 0.105
H -1.932 1.482 0.943 0.095
H -0.585 0.430 1.476 0.060
H -1.918 -1.586 0.836 0.151
H -3.935 0.429 -0.293 0.083
H -4.173 -0.577 1.135 0.105
H -4.006 -1.336 -0.443 0.062
H -1.473 -4.522 -2.293 0.151
H -3.653 -3.090 -3.905 0.069
H -2.883 -4.621 -4.329 0.104
H -1.926 -3.140 -4.328 0.057
H -4.431 -3.996 -1.684 0.094
H -3.249 -4.653 -0.538 0.088
H -3.692 -5.579 -1.972 0.098
```

Calculated values
total charge: +2
expectation value of S²: 2.09
multiplicity: 3
E_LUMO (alpha / beta): -8.96 / -8.47 eV
ΔE to the lowest compared entry with this formula, charge and spin: 0.0 kcal per mole
HOMO-LUMO gap (alpha / beta): 5.42 / 6.11 eV